[1]
A structure of composition C29H32Cl4IrN5O4Si. Source: the Open Molecules 2025 dataset; level of theory: ωB97M-V/def2-TZVPD.

Last column: Mulliken spin population.
Geometry (Å):
Ir  0.471  0.808  -1.055  -0.019
O  0.577  2.549  0.089  0.004
C  1.574  2.414  1.133  -0.004
C  1.633  0.976  1.567  0.002
C  2.174  0.617  2.785  0.000
C  2.295  -0.728  3.093  0.000
C  1.861  -1.670  2.176  0.000
C  1.308  -1.239  0.988  0.001
N  1.200  0.058  0.694  0.002
H  0.744  3.344  -0.436  -0.001
H  1.287  3.059  1.962  -0.001
H  2.547  2.712  0.739  0.000
H  2.501  1.383  3.475  0.000
H  2.721  -1.035  4.039  0.000
H  1.934  -2.729  2.376  0.000
H  0.922  -1.926  0.250  0.000
Cl  -4.480  2.904  -5.247  0.027
C  -3.631  2.276  -3.905  0.119
C  -4.371  1.756  -2.791  0.065
Cl  -6.079  1.775  -2.844  0.018
C  -3.723  1.245  -1.699  -0.016
Cl  -4.566  0.594  -0.356  0.002
C  -2.300  1.225  -1.657  0.167
O  -1.647  0.780  -0.664  0.252
C  -1.556  1.745  -2.795  0.204
O  -0.274  1.715  -2.746  0.200
C  -2.258  2.269  -3.905  -0.037
Cl  -1.337  2.874  -5.217  -0.003
N  2.413  -1.642  -4.541  0.000
C  1.349  -2.430  -4.744  0.000
N  1.337  -3.253  -5.794  0.000
N  0.280  -2.456  -3.946  0.000
C  0.319  -1.637  -2.947  0.001
N  0.409  -0.876  -2.083  0.017
H  3.169  -1.600  -5.202  0.000
H  2.417  -0.953  -3.799  0.000
H  2.103  -3.319  -6.438  0.000
H  0.543  -3.859  -5.908  0.000
C  5.386  0.042  -4.109  0.000
Si  5.218  1.191  -2.633  -0.001
C  6.405  0.680  -1.284  0.000
C  5.523  2.955  -3.164  0.000
C  3.497  1.044  -2.004  -0.001
C  2.347  0.961  -1.613  0.004
H  6.390  0.097  -4.533  0.000
H  4.681  0.328  -4.894  0.000
H  5.204  -0.995  -3.818  0.000
H  7.439  0.731  -1.631  0.000
H  6.208  -0.342  -0.955  0.000
H  6.312  1.336  -0.416  0.000
H  6.526  3.070  -3.580  0.000
H  5.432  3.639  -2.319  0.000
H  4.803  3.263  -3.924  0.000
C  -5.602  -2.273  6.479  0.000
C  -4.697  -1.735  5.408  0.000
C  -3.703  -2.525  4.846  0.000
C  -2.870  -2.054  3.840  0.000
C  -1.823  -2.981  3.288  0.000
C  -3.045  -0.734  3.381  0.000
C  -2.208  -0.175  2.312  -0.003
O  -1.301  -0.743  1.735  0.001
C  -4.044  0.085  3.947  0.000
C  -4.270  1.516  3.518  0.000
C  -4.849  -0.432  4.947  0.000
H  -5.236  -3.221  6.870  0.000
H  -6.605  -2.438  6.082  0.000
H  -5.691  -1.569  7.306  0.000
H  -3.572  -3.540  5.201  0.000
H  -1.871  -3.941  3.801  0.000
H  -0.823  -2.562  3.410  0.000
H  -1.958  -3.141  2.219  0.000
H  -2.448  0.859  2.017  0.002
H  -4.493  1.601  2.454  0.000
H  -3.400  2.142  3.721  0.000
H  -5.111  1.936  4.066  0.000
H  -5.618  0.197  5.383  0.000

Calculated values
Frontier orbital gap (alpha / beta), eV: 8.11 / 6.55
⟨S²⟩: 0.77
Spin multiplicity: 2
Charge: +1
Lowest unoccupied orbital energy (alpha / beta), eV: -2.27 / -4.34

***

[2]
A cluster of 2 separate species, C29H32F3N2O in total at a distorted geometry. Source: the Open Molecules 2025 dataset; level of theory: ωB97M-V/def2-TZVPD.

Last column: natural (NBO) charge in e.
Geometry (Å):
C  2.755  0.027  -4.644  -0.416
N  2.381  -0.527  -3.367  -0.444
C  1.822  0.185  -2.241  0.166
C  0.535  1.027  -2.504  -0.061
C  -0.495  0.149  -3.213  -0.621
C  0.875  2.263  -3.320  -0.617
C  0.038  1.426  -1.126  -0.617
N  1.519  -0.867  -1.301  -0.654
C  2.217  -2.083  -1.652  -0.128
C  1.379  -3.357  -1.536  -0.446
C  1.021  -3.657  -0.101  0.087
C  1.989  -4.187  0.757  -0.251
C  1.655  -4.464  2.085  -0.194
C  0.364  -4.191  2.548  -0.246
C  -0.590  -3.631  1.692  -0.222
C  -0.263  -3.365  0.363  -0.242
C  2.622  -1.847  -3.091  0.681
O  3.046  -2.693  -3.876  -0.605
H  3.442  -0.681  -5.119  0.252
H  1.878  0.150  -5.297  0.197
H  3.251  0.996  -4.520  0.204
H  2.581  0.864  -1.802  0.150
H  -0.703  -0.757  -2.630  0.224
H  -1.440  0.697  -3.331  0.213
H  -0.151  -0.146  -4.213  0.221
H  1.704  2.818  -2.858  0.207
H  1.156  2.008  -4.348  0.225
H  0.004  2.933  -3.373  0.214
H  0.810  1.981  -0.577  0.187
H  -0.858  2.061  -1.166  0.211
H  -0.221  0.543  -0.532  0.222
H  1.631  -0.607  -0.321  0.376
H  3.130  -2.179  -1.020  0.197
H  0.467  -3.259  -2.147  0.220
H  1.998  -4.164  -1.958  0.247
H  2.997  -4.378  0.370  0.223
H  2.405  -4.883  2.754  0.220
H  0.102  -4.412  3.581  0.213
H  -1.588  -3.384  2.050  0.208
H  -0.988  -2.923  -0.331  0.217
F  -6.547  2.366  0.772  -0.309
C  -5.816  3.501  1.010  0.964
F  -5.947  4.299  -0.094  -0.310
F  -6.427  4.159  2.050  -0.308
C  -4.382  3.174  1.310  -0.030
C  -3.369  3.902  0.689  -0.196
C  -2.052  3.545  0.909  -0.103
C  -1.699  2.429  1.730  -0.094
C  -0.327  2.065  1.802  0.157
C  0.249  1.047  2.613  -0.202
C  1.585  1.222  3.084  -0.054
C  2.225  0.210  3.784  -0.239
C  1.531  -0.968  4.114  -0.086
C  0.189  -1.108  3.744  -0.197
C  -0.437  -0.152  2.954  -0.120
C  -2.766  1.823  2.467  -0.125
C  -4.089  2.149  2.208  -0.187
H  -3.608  4.740  0.039  0.263
H  -1.252  4.152  0.477  0.236
H  0.368  2.772  1.335  0.231
H  2.071  2.179  2.902  0.222
H  3.259  0.340  4.101  0.246
H  2.040  -1.769  4.654  0.245
H  -0.373  -1.989  4.066  0.247
H  -1.454  -0.322  2.600  0.232
H  -2.552  1.126  3.277  0.237
H  -4.896  1.624  2.719  0.259

Calculated values
Frontier orbital gap, eV: 4.78
Charge: +1
Lowest unoccupied orbital energy, eV: -6.32